No. 1
{
  "formula": "H2N2O4S",
  "method": "the ωB97M-V functional and the def2-TZVPD basis",
  "total_charge": 0,
  "gap_ev": 7.645,
  "homo_ev": -9.82,
  "relative_energy_kj_mol": 239.52,
  "species": ["N", "N", "O", "O", "O", "O", "S", "H", "H"],
  "coordinates": [[-0.344, -0.139, 0.627], [-1.709, 1.736, 0.307], [-1.900, 1.322, -0.806], [-0.988, 1.041, 1.152], [2.005, 0.780, -0.486], [3.866, -0.509, 0.455], [3.433, 0.744, -0.147], [-0.016, -0.500, 1.506], [0.424, 0.119, -0.070]]
}


No. 2
{
  "formula": "C12H21N2",
  "method": "the ωB97M-V functional and the def2-TZVPD basis",
  "total_charge": 1,
  "gap_ev": 9.296,
  "homo_ev": -13.62,
  "relative_energy_kj_mol": 430.50,
  "species": ["C", "C", "C", "C", "C", "C", "C", "C", "C", "C", "C", "C", "N", "N", "H", "H", "H", "H", "H", "H", "H", "H", "H", "H", "H", "H", "H", "H", "H", "H", "H", "H", "H", "H", "H"],
  "coordinates": [[0.600, 2.480, -0.058], [0.578, 1.393, -1.130], [-2.478, -1.880, 0.143], [-0.421, -0.915, -1.277], [-0.719, 2.214, 0.698], [-1.976, -1.023, -1.099], [-2.782, -0.463, 0.774], [-2.605, 0.209, -0.484], [0.090, 0.187, -0.370], [3.769, -0.752, 0.468], [1.220, -0.436, 0.616], [2.421, -1.198, -0.023], [-1.641, 0.154, 1.455], [-0.935, 0.809, 0.413], [1.452, 2.391, 0.534], [0.614, 3.490, -0.414], [0.006, 1.625, -2.027], [1.603, 1.174, -1.405], [-3.469, -2.351, -0.191], [-1.743, -2.578, 0.715], [-0.153, -1.877, -1.039], [-0.264, -0.571, -2.244], [-0.582, 2.301, 1.786], [-1.608, 2.733, 0.327], [-2.478, -1.454, -2.011], [-3.706, -0.271, 1.441], [-3.047, 1.093, -0.873], [4.474, -1.507, 0.030], [3.805, -0.621, 1.547], [4.025, 0.187, 0.120], [1.658, 0.419, 1.166], [0.748, -1.031, 1.330], [2.247, -2.223, 0.399], [2.185, -1.170, -1.147], [-0.892, -0.534, 1.829]]
}


No. 3
{
  "formula": "C3H8N3O",
  "method": "the ωB97M-V functional and the def2-TZVPD basis",
  "spin_multiplicity": 3,
  "total_charge": 1,
  "gap_ev": [5.935, 6.164],
  "homo_ev": [-9.62, -14.93],
  "relative_energy_kj_mol": 330.91,
  "species": ["C", "C", "C", "N", "N", "N", "O", "H", "H", "H", "H", "H", "H", "H", "H"],
  "coordinates": [[-1.770, -0.206, 1.017], [1.078, 0.291, -0.334], [0.343, -0.655, -1.194], [-0.391, -0.402, 1.377], [-2.153, 0.432, -0.014], [2.208, 0.948, -0.445], [0.532, 0.553, 0.848], [-2.545, -0.676, 1.619], [0.923, -0.907, -1.973], [-0.448, -0.004, -1.520], [0.022, -1.573, -0.614], [-0.077, -0.447, 2.338], [-3.114, 0.504, -0.215], [2.589, 1.507, 0.303], [2.802, 0.634, -1.193]]
}


No. 4
{
  "formula": "C39H79NO36S",
  "method": "the ωB97M-V functional and the def2-TZVPD basis",
  "total_charge": 0,
  "gap_ev": 9.450,
  "smiles": "CC[C@H]1OS(=O)(=O)O[C@@H]1OCCNC[C@@H](C)O.COC(=O)OC.COC(=O)OC.COC(=O)OC.COC(=O)OC.COC(=O)OC.COC(=O)OC.COC(=O)OC.COC(=O)OC.COC(=O)OC.COC(=O)OC",
  "homo_ev": -9.21,
  "relative_energy_kj_mol": 0.00,
  "species": ["C", "C", "C", "O", "S", "O", "O", "O", "C", "O", "C", "C", "N", "C", "C", "C", "O", "H", "H", "H", "H", "H", "H", "H", "H", "H", "H", "H", "H", "H", "H", "H", "H", "H", "H", "H", "C", "O", "C", "O", "O", "C", "H", "H", "H", "H", "H", "H", "C", "O", "C", "O", "O", "C", "H", "H", "H", "H", "H", "H", "C", "O", "C", "O", "O", "C", "H", "H", "H", "H", "H", "H", "C", "O", "C", "O", "O", "C", "H", "H", "H", "H", "H", "H", "C", "O", "C", "O", "O", "C", "H", "H", "H", "H", "H", "H", "C", "O", "C", "O", "O", "C", "H", "H", "H", "H", "H", "H", "C", "O", "C", "O", "O", "C", "H", "H", "H", "H", "H", "H", "C", "O", "C", "O", "O", "C", "H", "H", "H", "H", "H", "H", "C", "O", "C", "O", "O", "C", "H", "H", "H", "H", "H", "H", "C", "O", "C", "O", "O", "C", "H", "H", "H", "H", "H", "H"],
  "coordinates": [[-5.590, 1.903, -2.805], [-4.724, 2.563, -3.897], [-3.457, 3.128, -3.300], [-3.572, 3.553, -1.940], [-2.455, 2.879, -1.023], [-1.633, 3.841, -0.411], [-3.155, 2.046, -0.116], [-1.667, 2.050, -2.121], [-2.235, 2.198, -3.436], [-1.257, 2.813, -4.199], [-0.878, 2.100, -5.387], [0.335, 1.215, -5.126], [0.089, -0.074, -4.507], [-0.842, -0.943, -5.203], [-0.523, -1.124, -6.673], [0.958, -1.323, -6.970], [-1.284, -2.266, -7.066], [-4.991, 1.194, -2.253], [-6.451, 1.422, -3.244], [-5.941, 2.672, -2.133], [-5.328, 3.330, -4.361], [-4.504, 1.794, -4.625], [-3.175, 4.006, -3.867], [-2.564, 1.253, -3.845], [-0.592, 2.845, -6.118], [-1.723, 1.569, -5.810], [0.961, 1.771, -4.439], [0.908, 1.125, -6.041], [-0.175, 0.038, -3.540], [-0.891, -1.920, -4.743], [-1.868, -0.558, -5.151], [-0.913, -0.280, -7.243], [1.259, -0.689, -7.793], [1.151, -2.346, -7.268], [1.595, -1.099, -6.128], [-1.031, -2.529, -7.960], [-7.165, 2.405, 5.276], [-5.949, 2.358, 4.529], [-5.907, 3.204, 3.496], [-6.784, 3.963, 3.175], [-4.733, 3.059, 2.891], [-4.538, 3.909, 1.756], [-7.065, 1.676, 6.075], [-7.315, 3.393, 5.706], [-8.013, 2.138, 4.649], [-4.579, 4.957, 2.051], [-5.281, 3.701, 0.989], [-3.561, 3.683, 1.363], [0.640, 5.476, 5.634], [0.968, 5.797, 4.282], [0.707, 4.764, 3.479], [0.260, 3.712, 3.862], [1.014, 5.085, 2.229], [0.811, 4.021, 1.288], [0.883, 6.334, 6.254], [-0.422, 5.256, 5.725], [1.229, 4.620, 5.955], [-0.221, 3.706, 1.280], [1.462, 3.179, 1.525], [1.073, 4.413, 0.311], [6.327, -1.128, -6.087], [6.413, -0.019, -6.989], [5.238, 0.489, -7.343], [4.159, 0.102, -6.981], [5.461, 1.513, -8.172], [4.277, 2.163, -8.634], [7.347, -1.440, -5.884], [5.849, -0.828, -5.156], [5.781, -1.951, -6.543], [3.719, 2.586, -7.800], [3.651, 1.471, -9.194], [4.602, 2.965, -9.291], [-0.360, 3.275, 12.260], [-0.035, 3.724, 10.943], [-0.289, 2.837, 9.983], [-0.750, 1.734, 10.138], [0.059, 3.361, 8.813], [-0.148, 2.463, 7.715], [-0.105, 4.087, 12.934], [-1.424, 3.060, 12.341], [0.222, 2.393, 12.520], [-1.201, 2.204, 7.622], [0.451, 1.563, 7.842], [0.169, 2.977, 6.814], [3.344, -3.258, 8.703], [1.956, -3.300, 9.047], [1.287, -2.190, 8.732], [1.762, -1.217, 8.205], [0.018, -2.342, 9.095], [-0.800, -1.199, 8.809], [3.767, -4.210, 9.010], [3.470, -3.137, 7.628], [3.849, -2.450, 9.230], [-0.814, -1.002, 7.737], [-0.446, -0.325, 9.350], [-1.807, -1.436, 9.139], [-2.378, -5.612, -7.088], [-2.033, -5.445, -8.471], [-2.118, -6.557, -9.194], [-2.452, -7.639, -8.784], [-1.776, -6.269, -10.450], [-1.828, -7.384, -11.344], [-2.265, -4.637, -6.623], [-3.409, -5.945, -6.982], [-1.702, -6.317, -6.606], [-2.839, -7.781, -11.404], [-1.137, -8.162, -11.028], [-1.529, -7.011, -12.319], [5.931, 4.674, -1.562], [6.321, 4.860, -2.925], [6.321, 3.743, -3.652], [6.029, 2.644, -3.259], [6.698, 4.053, -4.892], [6.739, 2.936, -5.783], [5.975, 5.652, -1.093], [4.915, 4.290, -1.502], [6.617, 3.999, -1.055], [5.754, 2.492, -5.880], [7.458, 2.196, -5.437], [7.057, 3.307, -6.752], [-1.710, 0.385, 3.852], [-0.792, -0.177, 4.801], [-0.951, -1.474, 5.041], [-1.773, -2.197, 4.541], [-0.042, -1.836, 5.952], [-0.097, -3.214, 6.324], [-1.458, 1.439, 3.771], [-1.605, -0.087, 2.878], [-2.733, 0.289, 4.210], [0.089, -3.853, 5.463], [-1.060, -3.455, 6.768], [0.687, -3.366, 7.061], [3.329, 1.003, 6.837], [4.545, 1.759, 6.739], [5.504, 1.365, 7.569], [5.434, 0.459, 8.359], [6.569, 2.148, 7.376], [7.684, 1.835, 8.210], [2.640, 1.423, 6.110], [3.504, -0.042, 6.601], [2.901, 1.089, 7.832], [8.033, 0.822, 8.021], [7.426, 1.952, 9.260], [8.470, 2.539, 7.952], [-3.068, -9.779, -6.673], [-3.293, -10.015, -5.275], [-4.271, -9.285, -4.749], [-4.944, -8.474, -5.330], [-4.377, -9.602, -3.456], [-5.396, -8.885, -2.758], [-2.248, -10.428, -6.970], [-3.953, -10.033, -7.252], [-2.789, -8.749, -6.852], [-6.375, -9.092, -3.188], [-5.197, -7.816, -2.777], [-5.373, -9.237, -1.731]]
}


No. 5
{
  "formula": "C31H17F4N8O2Pt",
  "method": "the ωB97M-V functional and the def2-TZVPD basis",
  "total_charge": 1,
  "gap_ev": [5.504, 5.501],
  "homo_ev": [-11.37, -11.37],
  "relative_energy_kj_mol": 10.22,
  "species": ["Pt", "C", "C", "C", "C", "C", "C", "N", "N", "C", "C", "C", "C", "C", "C", "H", "H", "H", "H", "H", "H", "H", "H", "H", "O", "C", "N", "C", "O", "C", "C", "C", "C", "N", "C", "H", "H", "H", "H", "H", "H", "H", "H", "F", "C", "C", "F", "C", "C", "C", "F", "C", "C", "C", "N", "C", "N", "F", "C", "C", "N", "C", "N"],
  "coordinates": [[0.511, -0.036, 0.474], [-4.021, -2.511, 2.682], [-3.918, -1.489, 1.749], [-2.720, -0.807, 1.598], [-1.641, -1.147, 2.399], [-1.734, -2.160, 3.343], [-2.930, -2.844, 3.475], [-0.417, -0.418, 2.243], [0.164, -0.101, 3.301], [1.345, 0.607, 3.085], [2.046, 1.094, 4.180], [3.174, 1.865, 3.954], [3.561, 2.141, 2.649], [2.851, 1.639, 1.558], [1.732, 0.846, 1.754], [-4.952, -3.051, 2.790], [-4.768, -1.223, 1.136], [-2.636, 0.009, 0.892], [-0.876, -2.409, 3.952], [-3.011, -3.642, 4.201], [1.696, 0.874, 5.179], [3.741, 2.260, 4.785], [4.429, 2.763, 2.473], [3.181, 1.900, 0.560], [1.390, 3.487, -7.129], [1.376, 2.095, -6.999], [1.935, 1.673, -5.721], [1.211, 1.070, -4.760], [0.030, 0.769, -4.869], [1.952, 0.702, -3.502], [3.268, 0.270, -3.473], [3.794, -0.192, -2.276], [2.991, -0.220, -1.155], [1.716, 0.206, -1.180], [1.215, 0.662, -2.330], [0.642, 3.867, -6.655], [1.995, 1.702, -7.803], [0.376, 1.669, -7.061], [2.856, 2.017, -5.500], [3.872, 0.256, -4.371], [4.809, -0.554, -2.212], [3.348, -0.598, -0.208], [0.182, 0.980, -2.333], [-4.151, -3.258, -4.424], [-2.970, -2.831, -4.836], [-2.732, -2.713, -6.151], [-3.684, -3.034, -7.003], [-1.479, -2.189, -6.679], [-0.461, -1.938, -5.672], [-0.702, -2.074, -4.366], [0.287, -1.874, -3.500], [-2.002, -2.422, -3.839], [-2.293, -2.318, -2.511], [-1.420, -1.648, -1.595], [-0.797, -1.102, -0.806], [-3.540, -2.690, -1.909], [-4.509, -3.017, -1.386], [0.745, -1.559, -6.060], [-1.278, -1.942, -7.998], [-0.073, -1.353, -8.512], [0.862, -0.877, -8.980], [-2.260, -2.184, -9.017], [-3.009, -2.322, -9.876]]
}


No. 6
{
  "formula": "C2H8N2S",
  "method": "the ωB97M-V functional and the def2-TZVPD basis",
  "total_charge": 0,
  "gap_ev": 8.195,
  "homo_ev": -7.62,
  "relative_energy_kj_mol": 52.12,
  "species": ["C", "N", "C", "N", "H", "H", "H", "H", "H", "H", "H", "S", "H"],
  "coordinates": [[-0.198, -0.401, 1.800], [0.989, -0.357, -1.721], [0.958, -0.565, -0.381], [0.050, -0.003, 0.389], [-0.068, 0.436, 2.508], [0.479, -1.223, 2.078], [-1.225, -0.751, 1.889], [0.230, 0.233, -2.095], [1.822, -0.433, -2.257], [1.711, -1.177, 0.145], [-0.811, 0.746, -0.090], [-2.190, 1.159, -1.014], [-1.748, 2.336, -1.251]]
}


Number 1: DFT total energy -22032.708 eV. Number 2: DFT total energy -15753.942 eV. Number 3: DFT total energy -9744.525 eV. Number 4: DFT total energy -127758.297 eV. Number 5: DFT total energy -62546.105 eV. Number 6: DFT total energy -16018.255 eV.